# 1
This record from the Open Molecules 2025 dataset describes 9 unconnected molecules or ions with the total composition C44H114N8O15 at a distorted geometry. The level of theory is ωB97M-V/def2-TZVPD.

Cartesian coordinates (Å):
1 C -2.5058 1.7926 -2.6611
2 O -1.7501 1.3602 -3.7494
3 C -2.1527 1.9703 -4.9694
4 C -1.2858 1.3867 -6.0480
5 N -0.0392 2.1316 -6.2190
6 C 0.8808 1.5209 -7.1678
7 C 0.3895 1.6326 -8.5920
8 O 1.3288 1.0116 -9.4495
9 C 0.8343 0.9008 -10.7640
10 H -2.1805 1.3134 -1.7300
11 H -3.5752 1.5604 -2.7223
12 H -2.3275 2.8601 -2.4736
13 H -2.0900 3.0644 -4.9158
14 H -3.2184 1.7553 -5.1371
15 H -1.7985 1.4454 -7.0222
16 H -1.2552 0.2851 -5.9610
17 H 0.3803 2.1838 -5.2841
18 H 1.0917 0.4652 -6.9430
19 H 1.8170 2.0751 -7.0606
20 H 0.2524 2.6739 -8.9307
21 H -0.6197 1.2082 -8.7067
22 H 0.0210 0.1761 -10.8253
23 H 1.6474 0.6147 -11.4382
24 H 0.5931 1.9045 -11.1527
25 C -5.8518 -6.5986 2.6451
26 O -4.7980 -5.7479 2.2104
27 C -4.2133 -5.0610 3.3119
28 C -3.0930 -4.2011 2.7339
29 N -2.6035 -3.2725 3.7358
30 C -1.7857 -3.9763 4.7462
31 C -0.6659 -4.8495 4.1802
32 O 0.3356 -4.9389 5.1643
33 C 1.3192 -5.9122 4.9036
34 H -5.5319 -7.2882 3.4324
35 H -6.1150 -7.1896 1.7690
36 H -6.6868 -5.9884 2.9987
37 H -3.8759 -5.7593 4.0848
38 H -4.9697 -4.4063 3.7672
39 H -3.5181 -3.6675 1.8804
40 H -2.4144 -4.9406 2.2761
41 H -1.8880 -2.6420 3.3355
42 H -2.3867 -4.5136 5.4839
43 H -1.2845 -3.2117 5.3501
44 H -0.2626 -4.3590 3.2821
45 H -1.0773 -5.8262 3.8937
46 H 2.1159 -5.7460 5.6322
47 H 1.7458 -5.7506 3.9096
48 H 0.9540 -6.9265 5.0826
49 C -4.0843 -0.7591 -0.3284
50 O -3.3694 0.1121 0.5035
51 C -3.6005 -0.1742 1.8887
52 C -2.7497 0.7838 2.7096
53 N -3.3568 2.1045 2.5616
54 C -2.5652 3.1975 3.1109
55 C -1.9298 4.0269 2.0115
56 O -2.9205 4.8052 1.4102
57 C -2.3978 5.6522 0.4201
58 H -3.7667 -0.6656 -1.3611
59 H -5.1555 -0.4907 -0.3172
60 H -4.0792 -1.7980 0.0229
61 H -3.4158 -1.2338 2.0792
62 H -4.6396 0.0970 2.1158
63 H -1.7001 0.7529 2.3848
64 H -2.7811 0.4272 3.7430
65 H -3.5335 2.2152 1.5709
66 H -1.7932 2.7809 3.7635
67 H -3.1494 3.8792 3.7337
68 H -1.3916 3.3985 1.2780
69 H -1.0845 4.6345 2.3943
70 H -1.5560 6.2441 0.7919
71 H -3.1418 6.3784 0.1040
72 H -2.0740 5.0222 -0.4118
73 C 4.7642 1.3734 5.9167
74 O 3.4516 1.8532 6.0594
75 C 3.1014 2.7359 5.0197
76 C 1.6108 2.9739 5.0505
77 N 0.8113 1.7979 4.7108
78 C 0.8082 0.6778 5.6809
79 C -0.4711 -0.1162 5.5612
80 O -1.5930 0.6371 5.9586
81 C -2.7034 -0.1827 6.2340
82 H 5.0678 0.9425 6.8705
83 H 5.4432 2.1539 5.5651
84 H 4.8529 0.5300 5.2129
85 H 3.3558 2.3203 4.0363
86 H 3.5800 3.7127 5.1556
87 H 1.3307 3.6684 4.2477
88 H 1.2620 3.4188 5.9945
89 H -0.1643 2.0130 4.5455
90 H 0.8463 1.0680 6.7084
91 H 1.6865 0.0660 5.4868
92 H -0.3091 -1.0305 6.1561
93 H -0.6432 -0.4604 4.5225
94 H -2.4745 -0.8350 7.0859
95 H -3.0406 -0.7907 5.3862
96 H -3.5372 0.4517 6.5337
97 C 2.9228 -1.9390 -4.7035
98 O 2.8665 -0.6644 -4.1225
99 C 1.6477 -0.4777 -3.4357
100 C 1.6519 0.8715 -2.7614
101 N 1.8232 1.9190 -3.7431
102 C 1.9080 3.2742 -3.2801
103 C 2.1076 4.2309 -4.4244
104 O 3.3164 3.9040 -5.0575
105 C 3.5947 4.7401 -6.1385
106 H 2.1486 -2.0571 -5.4717
107 H 2.6852 -2.6901 -3.9406
108 H 3.9100 -2.0728 -5.1267
109 H 1.5269 -1.2326 -2.6427
110 H 0.7855 -0.5849 -4.1101
111 H 2.4439 0.8867 -2.0009
112 H 0.6681 0.9925 -2.2962
113 H 2.4424 1.6318 -4.4855
114 H 2.7338 3.4023 -2.5525
115 H 1.0615 3.5521 -2.6410
116 H 2.0555 5.2862 -4.1208
117 H 1.2695 4.1476 -5.1311
118 H 2.6995 5.0249 -6.7086
119 H 4.2586 4.2776 -6.8662
120 H 4.0459 5.6696 -5.7701
121 C -0.9330 -2.0524 0.8290
122 C -0.4720 -0.9757 -0.1257
123 O 0.9456 -0.8921 -0.1884
124 O -0.7205 -1.7023 2.2105
125 H -0.4199 -3.0053 0.6425
126 H -1.9898 -2.2938 0.6915
127 H -0.9268 -0.0211 0.1457
128 H -0.8216 -1.2385 -1.1273
129 H 1.2250 -0.6923 0.7297
130 H 0.0715 -1.1244 2.2378
131 C -2.3996 -4.8599 -0.9876
132 C -2.7731 -5.6280 -2.2264
133 C -1.5873 -6.3837 -2.8036
134 O -0.5799 -5.4289 -3.1424
135 C 0.3861 -5.9358 -3.9717
136 N -3.8603 -6.5772 -1.9639
137 H -3.2399 -4.4214 -0.4359
138 H -1.6841 -4.0752 -1.2249
139 H -2.0227 -5.5313 -0.2066
140 H -3.0575 -4.9486 -3.0479
141 H -1.8295 -6.8790 -3.7503
142 H -1.1962 -7.0641 -2.0362
143 H 0.9296 -5.1216 -4.4462
144 H 0.0247 -6.5891 -4.7767
145 H 1.1269 -6.5429 -3.4353
146 H -4.0975 -7.1157 -2.7909
147 H -4.6946 -6.0467 -1.7305
148 C 2.3869 -2.2000 3.3734
149 C 2.9291 -0.8221 3.0083
150 C 4.0391 -0.9299 1.9765
151 O 4.3254 0.3743 1.4843
152 C 5.0826 0.3770 0.3160
153 N 1.7807 -0.0195 2.4117
154 H 2.0196 -2.6592 2.4449
155 H 1.5685 -2.2832 4.0841
156 H 3.2182 -2.8319 3.7150
157 H 3.2237 -0.3466 3.9539
158 H 3.6911 -1.5675 1.1508
159 H 4.9831 -1.3448 2.3432
160 H 5.5297 1.3667 0.1834
161 H 4.5066 0.1906 -0.5934
162 H 5.9462 -0.2968 0.3442
163 H 1.3498 0.5148 3.1702
164 H 2.3169 0.6366 1.8415
165 C 2.7991 6.5953 -1.0923
166 C 1.7617 6.1707 -0.0771
167 C 2.1318 4.8619 0.6215
168 O 1.7675 3.7525 -0.1677
169 C 1.6266 2.5303 0.5312
170 N 1.5313 7.2761 0.8620
171 H 2.9701 5.7630 -1.7868
172 H 3.7744 6.8312 -0.6612
173 H 2.4647 7.4320 -1.7039
174 H 0.8055 6.0004 -0.5794
175 H 1.7032 4.8370 1.6333
176 H 3.2328 4.8450 0.7354
177 H 2.2008 2.6104 1.4594
178 H 2.0285 1.7169 -0.0654
179 H 0.5806 2.3157 0.7698
180 H 0.7515 7.0977 1.4939
181 H 2.3097 7.3705 1.5176

Total charge ... 0
E_LUMO ... 0.616 eV
SMILES string ... COC[C@H](C)N.COC[C@H](C)N.COC[C@H](C)N.COCCNCCOC.COCCNCCOC.COCCNCCOC.COCCNCCOC.COCCNCCOC.OCCO
Energy ... -3311.18215 Ha
Highest occupied orbital energy ... -7.90 eV


# 2
This record from the Open Molecules 2025 dataset describes a molecular structure, C44H121AsF6N11O11Sr at a distorted geometry. The level of theory is ωB97M-V/def2-TZVPD.

Cartesian coordinates (Å):
1 Sr 18.1173 -8.8239 6.8593
2 As 17.4042 -10.1838 2.7542
3 F 17.5436 -9.7520 4.4717
4 F 18.0012 -11.7885 3.1143
5 F 17.5338 -10.6170 1.0527
6 F 16.8391 -8.5778 2.3411
7 F 19.0541 -9.6043 2.5834
8 F 15.7265 -10.6435 2.7590
9 C 18.5484 -10.9477 -2.5111
10 C 18.3172 -10.2165 -3.8521
11 C 18.6693 -11.0732 -5.0428
12 O 18.0938 -12.3821 -4.9234
13 C 18.7439 -13.3393 -5.7293
14 N 16.9489 -9.6584 -3.9426
15 H 19.5633 -11.3613 -2.5500
16 H 17.7973 -11.7112 -2.3277
17 H 18.5922 -10.2326 -1.6895
18 H 19.0510 -9.4014 -3.8964
19 H 19.7640 -11.1300 -5.0767
20 H 18.2992 -10.7007 -6.0019
21 H 18.3490 -14.3160 -5.4177
22 H 19.8031 -13.2843 -5.4724
23 H 18.4497 -13.4077 -6.7834
24 H 16.5751 -9.6513 -2.9843
25 H 16.3729 -10.3479 -4.4189
26 C 15.0948 -4.5065 4.5548
27 C 14.5987 -5.3371 3.3776
28 C 14.9155 -4.6532 2.0692
29 O 16.2932 -4.3480 2.0393
30 C 16.7846 -3.7085 0.8975
31 N 15.1973 -6.6962 3.3953
32 H 14.4578 -4.7176 5.4177
33 H 14.9334 -3.4481 4.3375
34 H 16.1424 -4.6211 4.8186
35 H 13.5145 -5.4521 3.4392
36 H 14.3524 -3.7184 1.9273
37 H 14.6882 -5.2841 1.1986
38 H 16.5017 -4.1074 -0.0859
39 H 17.8699 -3.6796 0.9180
40 H 16.3480 -2.6994 0.8493
41 H 16.1494 -6.4907 3.1017
42 H 14.7196 -7.1926 2.6541
43 C 18.6172 -6.2772 4.1808
44 C 19.7223 -6.4623 5.2392
45 C 19.5495 -5.5484 6.4913
46 O 18.4763 -6.0812 7.2947
47 C 18.2560 -5.2385 8.4230
48 N 20.1506 -7.8921 5.5665
49 H 17.9053 -7.0935 4.3094
50 H 19.0365 -6.2592 3.1803
51 H 18.1096 -5.3523 4.4360
52 H 20.7035 -6.1172 4.8919
53 H 19.3683 -4.5114 6.2224
54 H 20.5113 -5.7151 6.9904
55 H 17.4996 -5.7783 8.9993
56 H 18.0463 -4.1906 8.2207
57 H 19.0660 -5.2554 9.1664
58 H 21.0180 -7.6604 6.0415
59 H 20.4130 -8.4316 4.7450
60 C 20.9361 -12.8718 1.4332
61 C 22.2498 -13.6483 1.7371
62 C 22.0051 -15.0010 2.3970
63 O 21.4088 -14.9163 3.6782
64 C 22.2186 -14.3332 4.6588
65 N 22.8442 -13.9566 0.4016
66 H 20.5652 -12.4935 2.3949
67 H 20.1984 -13.5063 0.9486
68 H 21.1231 -11.9603 0.8663
69 H 23.0000 -13.0755 2.2826
70 H 22.9223 -15.6005 2.3786
71 H 21.3183 -15.5742 1.7675
72 H 21.6539 -14.3834 5.5948
73 H 22.3231 -13.2439 4.5420
74 H 23.2024 -14.7909 4.7771
75 H 23.0956 -13.0326 0.0593
76 H 22.1045 -14.2415 -0.2322
77 C 14.8177 -7.7419 -0.9481
78 C 14.4046 -9.1917 -1.0268
79 C 13.4725 -9.4834 -2.2051
80 O 13.0083 -10.8249 -2.2054
81 C 12.2258 -11.1770 -1.0855
82 N 15.6071 -10.0139 -1.2395
83 H 15.3895 -7.4710 -0.0574
84 H 13.9581 -7.0615 -0.9629
85 H 15.4426 -7.4288 -1.7892
86 H 13.8871 -9.4489 -0.0976
87 H 13.9018 -9.3154 -3.1957
88 H 12.6065 -8.8064 -2.2691
89 H 12.6804 -10.9850 -0.1092
90 H 11.8974 -12.2014 -1.2173
91 H 11.4011 -10.4493 -0.9938
92 H 15.2984 -10.9923 -1.2452
93 H 16.2051 -10.0410 -0.4103
94 C 15.2680 -14.7501 -4.5641
95 C 14.7068 -13.8278 -3.4972
96 C 15.5164 -14.1505 -2.2070
97 O 15.0675 -13.2574 -1.1738
98 C 15.7410 -13.5463 0.0382
99 N 14.8847 -12.4214 -3.8630
100 H 14.8548 -14.5195 -5.5459
101 H 15.2108 -15.8154 -4.3339
102 H 16.3480 -14.5912 -4.6493
103 H 13.6373 -13.9455 -3.3155
104 H 16.5886 -13.9743 -2.3530
105 H 15.3722 -15.1770 -1.8497
106 H 15.4774 -14.5631 0.3469
107 H 15.4098 -12.8506 0.8109
108 H 16.8312 -13.4464 0.0080
109 H 15.8953 -12.2858 -3.8892
110 H 14.5060 -11.9296 -3.0532
111 C 12.2862 -7.7596 2.0333
112 C 12.1339 -8.6699 3.2680
113 C 10.7270 -8.6772 3.8926
114 O 10.6914 -9.7578 4.8137
115 C 9.5972 -9.6511 5.7205
116 N 12.4405 -10.0354 2.7987
117 H 11.8655 -8.1384 1.0978
118 H 13.3237 -7.8429 1.6883
119 H 12.0374 -6.7123 2.2045
120 H 12.8878 -8.3247 3.9886
121 H 10.0824 -8.9841 3.0576
122 H 10.3704 -7.7249 4.2870
123 H 8.6471 -9.7213 5.1788
124 H 9.5862 -8.6550 6.1731
125 H 9.7167 -10.4812 6.4092
126 H 12.0826 -10.6051 3.5657
127 H 13.4404 -10.1852 2.7269
128 C 21.7708 -10.0614 9.7299
129 C 20.9766 -9.8945 8.4264
130 C 19.9522 -11.0233 8.3544
131 O 19.2184 -10.9842 7.1161
132 C 19.9295 -11.5900 6.0429
133 N 20.1763 -8.6355 8.5955
134 H 22.2889 -11.0224 9.6518
135 H 21.1496 -10.0651 10.6263
136 H 22.5152 -9.2740 9.8455
137 H 21.7235 -9.7068 7.6576
138 H 19.1719 -10.9679 9.1159
139 H 20.4700 -11.9760 8.4844
140 H 20.1206 -12.6565 6.1600
141 H 20.8949 -11.0988 5.8674
142 H 19.4043 -11.4299 5.1001
143 H 19.7755 -8.7008 9.5284
144 H 20.8464 -7.8731 8.6245
145 C 15.4433 -14.9599 4.4537
146 C 16.8565 -15.4710 4.3493
147 C 17.2639 -15.9346 2.9686
148 O 16.4384 -16.9912 2.5030
149 C 17.0288 -17.7266 1.4593
150 N 17.7541 -14.4073 4.7953
151 H 14.6859 -15.7227 4.2512
152 H 15.2305 -14.1536 3.7460
153 H 15.1451 -14.6474 5.4574
154 H 17.1312 -16.2702 5.0500
155 H 18.3172 -16.2299 2.9190
156 H 17.1005 -15.0934 2.2710
157 H 18.1022 -17.9049 1.5415
158 H 16.8274 -17.2169 0.5028
159 H 16.4622 -18.6531 1.3468
160 H 18.7236 -14.5315 4.5266
161 H 17.4452 -13.5013 4.4673
162 C 16.8757 -5.0957 -3.4345
163 C 18.2933 -5.6790 -3.4229
164 C 18.4796 -6.8380 -2.4574
165 O 18.3199 -6.3838 -1.1305
166 C 18.3682 -7.4346 -0.1983
167 N 18.7007 -5.9498 -4.8007
168 H 16.1482 -5.9097 -3.5045
169 H 16.7787 -4.4264 -4.2886
170 H 16.6251 -4.4943 -2.5606
171 H 18.9119 -4.8422 -3.0780
172 H 19.4954 -7.2446 -2.5607
173 H 17.8274 -7.6632 -2.7763
174 H 19.2458 -8.0753 -0.3516
175 H 17.4784 -8.0589 -0.2537
176 H 18.4801 -7.1039 0.8344
177 H 18.0664 -6.6688 -5.1502
178 H 19.6251 -6.3693 -4.8344
179 C 13.5697 -7.3776 6.8940
180 C 14.8596 -8.1666 6.9058
181 C 14.7985 -9.5650 6.2926
182 O 15.9617 -10.3727 6.4708
183 C 15.7242 -11.7400 6.1091
184 N 15.9675 -7.4539 6.2182
185 H 13.5358 -6.5037 7.5398
186 H 12.7392 -8.0522 7.1335
187 H 13.2603 -7.0743 5.8892
188 H 15.1521 -8.4140 7.9365
189 H 14.4163 -9.5607 5.2626
190 H 13.9368 -10.0582 6.7708
191 H 16.6664 -12.2862 6.0938
192 H 15.1765 -11.8499 5.1776
193 H 15.2137 -12.1706 6.9758
194 H 15.7342 -7.2393 5.2346
195 H 15.9774 -6.4988 6.5818

Total charge ... +1
E_LUMO ... -3.003 eV
ΔE to the lowest compared entry with this formula, charge and spin ... 0.0 kcal per mole
Energy ... -6044.50384 Ha
Highest occupied orbital energy ... -9.70 eV


Q: Which of these has the lowest highest occupied orbital energy?
A: C44H121AsF6N11O11Sr


Q: The highest E_LUMO belongs to which entry?
A: C44H114N8O15


Q: Which of these has the lowest highest occupied orbital energy?
A: C44H121AsF6N11O11Sr